(1)
{"formula": "C20H31BGaNO2", "method": "ωB97M-V with the def2-TZVPD basis set", "elements": ["O", "C", "C", "H", "H", "C", "H", "H", "C", "H", "H", "H", "C", "H", "H", "H", "Ga", "C", "C", "C", "H", "C", "C", "H", "H", "H", "H", "C", "C", "C", "H", "C", "C", "H", "H", "H", "H", "O", "C", "C", "H", "H", "C", "H", "H", "C", "H", "H", "H", "H", "B", "C", "N", "H", "H", "H"], "xyz": [[0.68612, -0.70289, -1.46393], [-0.58949, -1.36641, -1.91404], [0.15954, -1.64711, -3.21129], [-1.36307, -0.58786, -1.98284], [-0.98900, -2.18671, -1.30840], [1.04243, -0.41157, -2.84050], [-0.43606, -1.73186, -4.11159], [0.71266, -2.58545, -3.07173], [0.47288, 0.95561, -3.15448], [-0.60264, 0.98130, -2.97932], [0.65020, 1.28093, -4.17956], [0.90573, 1.68973, -2.46830], [2.53911, -0.47113, -3.02516], [2.90360, -1.48772, -3.18492], [3.07490, -0.02717, -2.17242], [2.82595, 0.09693, -3.91137], [-1.19003, 1.43532, 1.35561], [2.03802, -2.22936, 1.82531], [0.79122, -2.32401, 2.50371], [-0.19964, -2.66876, 1.54117], [0.63628, -2.16904, 3.56865], [0.46731, -2.87678, 0.29981], [1.80456, -2.42841, 0.43826], [2.52270, -2.31259, -0.36553], [3.00547, -2.13547, 2.30105], [-1.27431, -2.74376, 1.69811], [0.05146, -3.40597, -0.56556], [1.55937, 1.74265, 3.02061], [2.24023, 1.03465, 1.91563], [1.75687, 1.44398, 0.71447], [3.06909, 0.35869, 2.12215], [0.70999, 2.43666, 0.90812], [0.47204, 2.51977, 2.33728], [0.01561, 3.34166, 2.88545], [2.22208, 2.41551, 3.60368], [2.14183, 1.16038, -0.25432], [0.50378, 3.24118, 0.20765], [-2.57833, 1.48149, -0.64004], [-2.86883, 1.38582, -2.05377], [-4.37539, 1.36916, -2.24956], [-2.47775, 0.41983, -2.42504], [-2.36886, 2.21424, -2.57719], [-4.94802, 1.09611, -0.86603], [-4.63762, 0.59086, -2.95983], [-4.71186, 2.30164, -2.69694], [-3.74921, 1.00588, 0.07988], [-5.52872, 0.17881, -0.87107], [-5.61215, 1.90009, -0.57149], [-3.59592, -0.04124, 0.38815], [-3.89161, 1.62570, 0.97607], [3.04231, -0.81481, 5.08711], [1.85246, -0.04817, 4.60324], [1.03768, 0.67240, 4.10152], [3.90285, -0.65808, 4.21718], [2.78474, -2.01013, 5.23327], [3.38743, -0.30452, 6.14310]], "forces_ev_per_a": [[-1.4, -0.2, 0.8], [1.0, 1.1, -0.1], [-0.5, -0.1, -0.2], [0.5, -0.6, 0.0], [0.4, 0.5, -0.2], [-0.4, -0.9, 0.5], [0.0, 0.3, -0.5], [0.1, 0.4, -0.1], [-0.3, 0.2, -0.2], [0.2, 0.0, -0.1], [0.1, -0.1, -0.1], [0.1, -0.1, -0.1], [0.4, 0.0, -0.4], [-0.1, 0.0, 0.3], [-0.3, -0.1, -0.1], [0.0, 0.0, 0.0], [-0.2, -1.2, 0.7], [0.9, -0.3, -3.0], [-2.4, -0.6, -0.8], [0.4, 0.0, 0.8], [0.0, -0.1, -0.3], [-0.8, 0.0, 0.8], [1.8, -0.2, 2.3], [0.0, -0.3, 0.3], [-0.1, 0.3, -0.1], [0.4, -0.2, 0.1], [0.4, 0.3, 0.6], [-1.0, 0.2, 0.1], [0.5, -0.2, -0.7], [0.4, 0.3, 0.5], [-0.3, 0.1, -0.3], [0.5, 0.6, 0.9], [1.1, 0.8, -0.1], [0.0, 0.0, -0.4], [-0.4, -0.5, 0.0], [-0.1, -0.2, 0.1], [-0.2, -0.2, 0.0], [-1.3, 0.1, -0.8], [0.4, -0.4, -0.1], [0.2, 0.2, -0.4], [-0.2, 0.7, 0.1], [-0.1, -0.3, 0.3], [-0.1, 0.2, 0.0], [-0.1, -0.1, -0.1], [-0.2, 0.1, 0.2], [-0.3, -0.3, -0.1], [0.0, -0.1, 0.2], [-0.1, 0.1, 0.1], [0.1, 0.4, 0.0], [0.2, -0.3, -0.3], [1.0, -1.1, 1.1], [-2.2, 2.1, -1.6], [2.4, -0.8, 0.6], [-0.5, 0.1, 0.1], [0.0, 0.5, -0.2], [-0.1, -0.1, -0.3]], "lowdin_charge": [-0.135, -0.126, -0.054, 0.065, 0.091, -0.537, 0.106, 0.117, -0.005, 0.044, 0.092, 0.094, -0.012, 0.083, 0.088, 0.082, 0.921, -0.091, -0.071, -0.105, 0.092, -0.102, -0.095, 0.093, 0.092, 0.088, 0.104, -0.255, -0.063, -0.090, 0.099, -0.304, -0.305, 0.095, 0.162, 0.089, 0.102, -0.324, -0.195, -0.154, 0.086, 0.131, -0.149, 0.110, 0.110, -0.279, 0.110, 0.108, 0.101, 0.073, -0.401, -0.083, 0.190, 0.048, 0.040, 0.029], "gap_ev": [6.714, 5.537], "energy_ev": -79870.6197, "multiplicity": 1, "mol_weight_g_mol": 398.01, "de_lowest_kcal_mol": 62.75, "e_lumo_ev": [-0.46, -1.09]}

---

(2)
{"formula": "C20H31BIrNO2", "method": "ωB97M-V with the def2-TZVPD basis set", "elements": ["O", "C", "C", "H", "H", "C", "H", "H", "C", "H", "H", "H", "C", "H", "H", "H", "Ir", "C", "C", "C", "H", "C", "C", "H", "H", "H", "H", "C", "C", "C", "H", "C", "C", "H", "H", "H", "H", "O", "C", "C", "H", "H", "C", "H", "H", "C", "H", "H", "H", "H", "B", "C", "N", "H", "H", "H"], "xyz": [[-0.99968, -0.68377, -4.44221], [0.15430, -0.23868, -3.60950], [-0.00004, 1.21335, -4.11332], [1.07419, -0.73523, -3.88825], [-0.10697, -0.38723, -2.55215], [-1.41874, 0.71630, -4.47619], [0.66632, 1.40880, -4.95786], [0.05697, 1.99924, -3.35567], [-2.00614, 1.00584, -5.82439], [-1.37969, 0.60581, -6.63572], [-2.13272, 2.08951, -5.94045], [-2.99817, 0.53147, -5.83609], [-2.31884, 1.14913, -3.31430], [-1.73720, 1.42634, -2.42002], [-3.02126, 0.35809, -3.03468], [-2.89476, 2.04725, -3.57072], [0.02020, 0.79429, 0.27490], [1.57778, 2.09819, 1.11407], [2.12579, 0.76736, 0.99815], [2.10841, 0.39310, -0.37805], [2.46641, 0.14989, 1.81684], [1.55176, 1.49419, -1.12614], [1.19902, 2.53744, -0.20365], [0.76312, 3.50124, -0.44764], [1.45419, 2.66736, 2.03423], [2.41772, -0.55659, -0.80352], [1.44014, 1.50846, -2.19875], [-1.65783, -1.13905, 1.89332], [-1.60565, 0.26742, 1.28535], [-1.89032, 0.12957, -0.13183], [-1.97773, 1.09777, 1.88612], [-1.77835, -1.29708, -0.46645], [-1.55360, -2.01173, 0.67246], [-1.42746, -3.08305, 0.81192], [-2.62126, -1.29306, 2.39740], [-2.49625, 0.83850, -0.68381], [-1.91560, -1.69638, -1.46981], [1.13734, -0.45537, -6.09457], [1.18380, 0.01120, -7.45993], [1.05273, -1.19615, -8.42143], [2.13171, 0.54489, -7.64026], [0.39372, 0.75714, -7.62154], [1.20318, -2.45279, -7.52732], [1.84546, -1.16603, -9.17951], [0.06663, -1.15867, -8.92084], [1.11642, -1.91000, -6.09700], [2.14835, -2.98270, -7.69404], [0.37526, -3.15084, -7.68012], [1.92491, -2.22118, -5.41643], [0.15309, -2.24341, -5.67960], [1.39964, -0.11349, 4.25505], [0.29351, -0.79516, 3.46971], [-0.62276, -1.31954, 2.92753], [2.49652, -0.41708, 3.82788], [1.34032, -0.49400, 5.41540], [1.22532, 1.09251, 4.18401]], "forces_ev_per_a": [[0.5, 1.0, 1.9], [-0.7, -0.2, -0.7], [0.2, -0.6, -0.1], [0.0, -0.2, 0.2], [0.2, 0.1, -0.1], [0.5, 0.6, -0.2], [-0.3, 0.0, 0.2], [-0.2, 0.0, -0.3], [-0.4, 0.2, 0.0], [-0.3, 0.1, 0.4], [0.0, -0.2, -0.1], [0.2, 0.1, -0.3], [-0.5, -0.1, 0.2], [-0.1, -0.3, -0.4], [-0.1, 0.1, -0.1], [0.1, -0.2, -0.1], [1.9, 0.1, 0.6], [0.0, 0.3, -0.2], [0.2, 0.1, -0.3], [0.3, 0.4, -0.2], [-0.1, 0.1, -0.1], [0.6, -0.1, -0.3], [1.0, 0.4, 0.1], [0.1, -0.2, 0.0], [0.1, -0.3, -0.3], [0.0, 0.2, 0.1], [0.1, 0.1, 0.2], [1.4, 1.5, -0.4], [-2.8, -0.6, 0.3], [-2.3, -1.1, 0.8], [0.0, 0.0, -0.1], [0.0, 0.3, 0.2], [-0.3, -0.4, 0.4], [0.0, 0.2, -0.4], [0.1, 0.1, -0.1], [0.2, -0.1, -0.2], [0.3, 0.1, 0.2], [0.3, -0.9, -1.7], [0.4, 0.1, -0.1], [-0.2, 0.2, 0.2], [-0.1, -0.2, 0.2], [0.1, -0.3, 0.1], [0.1, 0.4, 0.1], [-0.4, 0.0, 0.1], [0.5, -0.2, 0.2], [-0.4, 0.2, 0.6], [-0.2, 0.2, -0.1], [0.3, 0.0, -0.1], [-0.2, -0.2, -0.4], [0.4, 0.3, 0.1], [-0.4, 0.6, -3.9], [3.2, 2.4, 1.7], [-3.7, -3.7, -1.6], [0.0, -0.6, 0.7], [0.4, 0.0, 1.9], [-0.2, 0.2, 1.2]], "lowdin_charge": [-0.094, -0.147, -0.077, 0.099, 0.077, -0.550, 0.115, 0.088, 0.001, 0.073, 0.100, 0.100, -0.021, 0.044, 0.094, 0.099, 1.365, -0.151, -0.150, -0.144, 0.088, -0.165, -0.179, 0.129, 0.127, 0.130, 0.087, -0.277, -0.298, -0.278, 0.128, -0.041, 0.019, 0.131, 0.177, 0.098, 0.124, -0.207, -0.183, -0.137, 0.118, 0.098, -0.143, 0.109, 0.114, -0.185, 0.110, 0.109, 0.119, 0.111, -0.293, -0.060, 0.121, 0.063, 0.157, 0.061], "gap_ev": [5.868, 3.615], "energy_ev": -30323.3612, "multiplicity": 6, "mol_weight_g_mol": 520.50, "de_lowest_kcal_mol": 7.25, "e_lumo_ev": [-2.78, -7.85], "charge": 1}

---

(3)
{"formula": "C20H31BIrNO2", "method": "ωB97M-V with the def2-TZVPD basis set", "elements": ["O", "C", "C", "H", "H", "C", "H", "H", "C", "H", "H", "H", "C", "H", "H", "H", "Ir", "C", "C", "C", "H", "C", "C", "H", "H", "H", "H", "C", "C", "C", "H", "C", "C", "H", "H", "H", "H", "O", "C", "C", "H", "H", "C", "H", "H", "C", "H", "H", "H", "H", "B", "C", "N", "H", "H", "H"], "xyz": [[0.10737, -0.58589, -3.61295], [0.43424, -2.01106, -3.71496], [1.89110, -1.72678, -4.12906], [-0.22933, -2.41899, -4.47334], [0.36912, -2.53501, -2.74326], [1.51334, -0.24655, -3.84241], [2.14972, -1.99810, -5.15033], [2.59039, -2.14400, -3.37906], [1.56895, 0.87567, -4.86282], [0.92542, 0.69033, -5.72348], [2.60113, 1.07133, -5.18573], [1.15468, 1.77060, -4.36984], [2.35203, 0.14719, -2.64376], [2.45147, -0.64314, -1.89262], [1.95610, 1.04940, -2.17714], [3.37823, 0.36696, -2.98526], [0.77670, 0.21916, 0.81185], [1.53577, -0.97022, 2.46188], [0.20349, -1.43150, 2.15197], [0.20587, -1.94976, 0.81570], [-0.64719, -1.37450, 2.81571], [1.53071, -1.81201, 0.28447], [2.35890, -1.20228, 1.30341], [3.42380, -1.00110, 1.22655], [1.85744, -0.51340, 3.39798], [-0.66024, -2.33997, 0.28228], [1.83186, -2.11874, -0.71334], [-1.18694, 2.50559, 1.07329], [0.29818, 2.13844, 0.93986], [0.51133, 1.80457, -0.45180], [1.01937, 2.73688, 1.47741], [-0.80210, 1.57325, -1.06098], [-1.77919, 1.89735, -0.16631], [-2.86146, 1.86647, -0.28224], [-1.33756, 3.58985, 1.10034], [1.40668, 2.12814, -0.96912], [-0.91089, 1.20695, -2.07817], [0.49464, -2.04893, -6.55972], [1.51714, -2.04193, -7.58127], [0.99383, -2.83228, -8.79315], [2.43879, -2.51031, -7.19027], [1.76562, -0.99199, -7.81738], [-0.31049, -3.52610, -8.30822], [1.73647, -3.54811, -9.15548], [0.74995, -2.14535, -9.60415], [-0.59231, -2.94207, -6.91533], [-0.14581, -4.60162, -8.22897], [-1.15494, -3.35830, -8.97934], [-0.64963, -3.73700, -6.15102], [-1.53544, -2.37712, -6.84476], [-1.06490, 0.45913, 4.48609], [-1.43126, 1.31264, 3.28403], [-1.73523, 2.01866, 2.37781], [-1.33160, -0.67710, 4.16789], [-1.79328, 0.77947, 5.40723], [0.11626, 0.58554, 4.74687]], "forces_ev_per_a": [[1.1, -0.4, 0.9], [-0.2, 0.4, -0.1], [-0.6, -0.2, 0.1], [0.2, -0.4, 0.3], [-0.3, 0.2, -0.3], [0.6, -0.3, -0.3], [0.0, 0.0, 0.4], [-0.1, 0.3, -0.7], [0.0, 0.0, 0.0], [0.2, -0.3, 0.0], [-0.3, 0.0, 0.1], [0.3, -0.1, -0.1], [0.1, 0.6, 0.5], [-0.2, 0.2, -0.2], [0.3, -0.2, -0.2], [-0.4, -0.1, 0.0], [-0.4, -1.6, 2.0], [0.5, -0.3, -0.1], [0.2, -0.6, -0.4], [-0.1, -0.4, 0.2], [0.2, 0.0, -0.3], [0.1, 0.0, 0.0], [0.1, -1.0, 0.2], [-0.3, 0.0, 0.0], [-0.2, -0.2, -0.3], [0.3, 0.1, 0.2], [0.0, 0.0, 0.4], [1.0, -1.5, 0.8], [-0.5, 2.5, -1.1], [-0.9, 2.7, -0.9], [0.2, 0.0, 0.2], [0.6, -0.1, 0.0], [-0.5, 0.4, 0.2], [0.3, -0.2, -0.2], [0.2, 0.0, -0.1], [-0.2, -0.3, -0.1], [-0.1, -0.1, 0.2], [-0.2, -0.3, -1.2], [0.0, -0.1, 0.2], [-0.5, 0.3, 0.1], [-0.3, 0.1, 0.0], [-0.2, -0.4, 0.0], [0.4, 0.0, 0.3], [-0.2, 0.1, 0.0], [0.1, -0.1, 0.0], [0.2, 0.2, 0.4], [-0.1, 0.1, 0.0], [0.2, 0.0, 0.0], [0.1, 0.2, -0.3], [0.3, -0.1, -0.2], [2.1, 0.1, -3.2], [1.6, -2.4, 3.3], [-2.5, 2.9, -3.7], [-1.0, -0.2, 1.0], [-1.0, -0.2, 1.7], [-0.3, 0.3, 0.7]], "lowdin_charge": [-0.092, -0.128, -0.056, 0.088, 0.107, -0.539, 0.086, 0.110, -0.006, 0.083, 0.097, 0.088, -0.037, 0.049, 0.036, 0.113, 1.377, -0.167, -0.168, -0.142, 0.069, -0.164, -0.170, 0.128, 0.125, 0.130, 0.100, -0.263, -0.299, -0.290, 0.124, -0.025, 0.023, 0.132, 0.173, 0.101, 0.114, -0.214, -0.188, -0.140, 0.112, 0.121, -0.141, 0.110, 0.106, -0.179, 0.106, 0.109, 0.112, 0.123, -0.286, -0.055, 0.135, 0.058, 0.152, 0.055], "gap_ev": [6.177, 3.705], "energy_ev": -30323.4251, "multiplicity": 6, "mol_weight_g_mol": 520.50, "de_lowest_kcal_mol": 5.77, "e_lumo_ev": [-2.63, -7.87], "charge": 1}

---

(4)
{"formula": "C20H31BMnNO2", "method": "ωB97M-V with the def2-TZVPD basis set", "elements": ["O", "C", "C", "H", "H", "C", "H", "H", "C", "H", "H", "H", "C", "H", "H", "H", "Mn", "C", "C", "C", "H", "C", "C", "H", "H", "H", "H", "C", "C", "C", "H", "C", "C", "H", "H", "H", "H", "O", "C", "C", "H", "H", "C", "H", "H", "C", "H", "H", "H", "H", "B", "C", "N", "H", "H", "H"], "xyz": [[-0.55833, -0.25913, -4.01597], [0.75909, 0.11710, -4.50972], [0.26893, 1.42168, -5.15322], [1.08092, -0.64012, -5.22975], [1.49768, 0.27225, -3.71620], [-1.06072, 1.04396, -4.44599], [0.27663, 1.39111, -6.22796], [0.74956, 2.32076, -4.77191], [-2.31261, 0.83338, -5.27052], [-2.24695, -0.05836, -5.89169], [-2.55932, 1.71115, -5.87592], [-3.14742, 0.64827, -4.59133], [-1.24410, 1.98437, -3.27500], [-0.27366, 2.12071, -2.77860], [-1.96822, 1.59655, -2.55960], [-1.56312, 2.96063, -3.63745], [0.14588, 0.12662, 0.93117], [1.23395, 1.94879, 1.72605], [2.16982, 0.87961, 1.59248], [2.15540, 0.41973, 0.23438], [2.87059, 0.54621, 2.35343], [1.18851, 1.20933, -0.48508], [0.59744, 2.14268, 0.46068], [-0.06494, 2.96910, 0.21825], [1.12103, 2.59029, 2.60077], [2.79294, -0.35201, -0.18958], [1.02276, 1.18657, -1.55276], [-1.95914, -0.72075, 1.85564], [-1.90798, 0.60960, 1.33375], [-1.58189, 0.51488, -0.07422], [-2.24068, 1.51600, 1.83947], [-1.36915, -0.89618, -0.37315], [-1.68908, -1.64307, 0.80512], [-1.77898, -2.73239, 0.88678], [-2.22573, -0.97329, 2.88115], [-1.63765, 1.31806, -0.79171], [-1.22981, -1.31066, -1.37566], [0.39916, -1.58932, -6.61877], [0.07747, -0.76518, -7.79237], [0.58135, -1.43906, -9.07722], [0.58974, 0.21294, -7.68193], [-1.01214, -0.57193, -7.78570], [1.56989, -2.50840, -8.57121], [1.09364, -0.71459, -9.71652], [-0.23486, -1.88524, -9.65554], [1.34612, -2.59611, -7.04965], [2.59974, -2.19592, -8.77624], [1.40043, -3.47364, -9.05101], [2.28886, -2.42052, -6.51568], [0.97221, -3.58619, -6.74064], [0.49490, -0.51877, 5.51776], [0.56877, -0.60717, 3.97820], [0.59136, -0.67869, 2.80582], [1.55170, -0.86540, 6.03734], [-0.40937, -1.24324, 5.89982], [0.22758, 0.63780, 5.82452]], "forces_ev_per_a": [[0.6, 1.0, 0.3], [0.5, -0.4, -0.2], [-0.2, -0.8, 0.7], [0.2, 0.4, 0.6], [-0.1, -0.1, 0.2], [-0.1, 0.1, -0.5], [-0.2, 0.2, -0.2], [-0.1, 0.1, -0.2], [-0.3, 0.2, 0.3], [0.3, 0.2, -0.1], [0.1, -0.1, 0.0], [-0.1, 0.1, 0.0], [0.0, -0.1, 0.1], [-0.2, 0.0, 0.0], [-0.2, 0.1, -0.2], [-0.1, 0.1, 0.1], [-0.2, -1.4, 2.1], [0.6, 0.2, -0.8], [0.4, 0.8, -0.7], [-0.3, 0.9, -0.2], [-0.5, -0.1, -0.1], [1.0, 0.1, 0.4], [1.3, 0.4, 0.1], [-0.1, -0.4, 0.1], [-0.3, -0.5, -0.1], [-0.3, 0.1, 0.1], [-0.2, -0.2, 0.1], [-0.3, -0.8, -0.7], [-0.3, -0.1, -1.2], [-1.2, -0.7, 0.3], [0.4, -0.3, 0.0], [-0.9, 0.6, 0.3], [-0.1, 0.7, 0.6], [0.4, 0.6, 0.0], [0.3, 0.0, -0.3], [0.1, -0.2, 0.1], [0.3, 0.3, 0.3], [-0.1, -0.5, -2.6], [0.0, 0.5, 0.5], [-0.1, -0.3, 0.3], [-0.2, -0.5, 0.0], [0.5, -0.2, 0.0], [0.0, 0.2, 0.2], [-0.2, -0.1, 0.1], [0.1, 0.1, 0.2], [0.0, -0.3, 0.4], [-0.2, -0.2, 0.0], [0.1, 0.1, 0.0], [-0.1, 0.0, 0.0], [0.0, 0.4, -0.1], [0.0, 0.0, 1.0], [0.1, -0.3, -1.1], [-0.3, -0.1, 0.9], [-0.3, 0.1, -0.5], [0.1, 0.1, -0.3], [0.1, -0.2, -0.3]], "lowdin_charge": [-0.086, -0.154, -0.052, 0.087, 0.102, -0.549, 0.083, 0.111, 0.000, 0.079, 0.099, 0.086, -0.021, 0.066, 0.066, 0.106, 0.761, -0.044, -0.069, -0.064, 0.146, -0.104, -0.088, 0.149, 0.151, 0.143, 0.104, -0.048, -0.086, -0.174, 0.147, -0.040, -0.024, 0.140, 0.142, 0.089, 0.137, -0.203, -0.169, -0.147, 0.103, 0.117, -0.149, 0.111, 0.112, -0.178, 0.110, 0.109, 0.113, 0.121, -0.396, -0.161, 0.061, 0.023, 0.017, 0.018], "gap_ev": [5.320, 6.309], "energy_ev": -58812.2880, "multiplicity": 4, "mol_weight_g_mol": 383.22, "de_lowest_kcal_mol": 0.00, "e_lumo_ev": [-6.27, -5.28], "charge": 1}

---

Q: What is the multiplicity in the second record?
A: 6